C14H16N4O3S | wB97M-V/def2-TZVPD

The geometry in XYZ format:
```
38
Properties=species:S:1:pos:R:3:lowdin_charge:R:1
C -0.54074 -3.21137 -1.07809 -0.08
C -0.21105 -1.93938 -1.86273 -0.15
C 1.01761 -1.29882 -1.34178 -0.31
N 1.15629 -0.68497 -0.18880 0.16
C 2.44428 -0.27677 -0.18533 -0.69
S 3.11695 0.67961 1.12391 0.95
C 2.77313 2.32626 0.39971 -0.34
C 1.38671 2.40476 -0.22721 -0.54
O 1.22685 2.87528 -1.33054 0.08
N 0.41082 1.90743 0.57470 0.12
C -0.89482 1.61061 0.18655 -0.16
C -1.55159 2.39860 -0.75580 0.00
C -2.83393 2.08742 -1.16559 -0.07
C -3.48469 0.97671 -0.65119 -0.08
C -2.83924 0.18354 0.27573 -0.02
C -1.55208 0.48758 0.71660 -0.08
C -0.94769 -0.47730 1.66827 -0.47
O -1.26765 -1.63954 1.72526 0.09
O -0.04853 0.06699 2.50651 -0.08
C 0.60568 -0.83478 3.38779 -0.05
N 3.11150 -0.61254 -1.26326 0.08
N 2.20059 -1.26431 -1.99611 0.07
H 0.28211 -3.92116 -1.13065 0.08
H -1.43038 -3.67785 -1.49203 0.07
H -0.72875 -2.96395 -0.03709 0.05
H -1.03709 -1.23288 -1.75877 0.11
H -0.07089 -2.16767 -2.92182 0.11
H 2.86524 3.03559 1.22245 0.08
H 3.52280 2.54416 -0.36116 0.09
H 0.71980 1.40276 1.40173 0.09
H -1.04072 3.25171 -1.17004 0.11
H -3.32616 2.71605 -1.89238 0.11
H -4.48438 0.73016 -0.97445 0.10
H -3.31705 -0.69621 0.68040 0.12
H -0.12814 -1.39850 3.96655 0.10
H 1.22015 -1.53099 2.81421 0.09
H 1.22930 -0.22705 4.03806 0.09
H 2.44576 -1.62920 -2.90363 0.16
```

Values from the calculation:
- E_LUMO (Eh) = 0.023
- energy above the lowest of the compared OMol25 structures with the same formula, charge and spin (eV) = 0.8437
- F_max (eV/Å) = 0.85
- Kohn-Sham gap (eV) = 9.336
- E (a.u.) = -1386.073737